Entry from the Open Molecules 2025 dataset: 6 unconnected molecules or ions with the total composition H12O6 (ωB97M-V/def2-TZVPD).

LUMO level in eV: 0.364
HOMO energy in eV: -10.8
M in g mol⁻¹: 108.09
Gap between HOMO and LUMO in hartree: 0.4095
2S+1: 1
Energy above the lowest of the compared OMol25 structures with the same formula, charge and spin in kcal/mol: 40.9
E in eV: -12479.3390

CARTESIAN COORDINATES (ANGSTROEM)
O 0.543 -0.529 -0.542
H 1.361 -0.558 -0.033
H 0.049 0.200 -0.150
O 0.617 4.448 -0.126
H 1.531 4.143 -0.157
H 0.541 4.872 0.736
O -3.276 -1.316 0.182
H -3.815 -0.518 0.141
H -3.903 -2.032 0.031
O -1.739 -0.367 2.717
H -1.218 -0.853 3.367
H -2.565 -0.860 2.662
O 5.850 -1.562 0.227
H 4.897 -1.703 0.252
H 6.101 -1.819 -0.668
O -1.989 -0.590 -2.524
H -1.066 -0.590 -2.245
H -1.965 -0.958 -3.415